Molecular formula: C28H55AsCl5GeN3Si3Tc
Method: DFT, ωB97M-V/def2-TZVPD

The total energy comes out at -8826.22852 hartree. The value obtained for the gap between HOMO and LUMO (alpha / beta) is 6.732 / 6.332 eV. Its total charge is +3. Its spin multiplicity is 3. Its LUMO energy (alpha / beta) is -0.341 / -0.356 Eh. The largest force on an atom is 0.91 eV/Å.

The geometry in XYZ format:
```
97
C28H55AsCl5GeN3Si3Tc (ωB97M-V/def2-TZVPD)
Tc 1.118 -0.213 0.958
Cl 1.543 1.325 4.481
C 0.077 1.457 3.565
C -0.038 0.792 2.346
C -1.282 0.862 1.741
Cl -1.325 -0.109 0.229
C -2.384 1.537 2.210
Cl -3.876 1.506 1.383
C -2.216 2.239 3.413
Cl -3.513 3.124 4.049
C -0.986 2.190 4.097
Cl -0.809 3.019 5.571
C 4.911 -1.019 -4.084
C 3.887 -0.992 -2.997
C 3.763 -2.038 -2.082
C 2.865 -1.947 -1.044
N 2.062 -0.883 -0.871
C 2.144 0.112 -1.779
C 3.029 0.100 -2.830
H 5.145 -2.037 -4.388
H 5.835 -0.567 -3.716
H 4.591 -0.445 -4.952
H 4.383 -2.920 -2.170
H 2.774 -2.742 -0.316
H 1.459 0.947 -1.647
H 3.053 0.933 -3.521
C 5.578 0.515 3.145
C 5.438 -0.087 1.746
C 5.705 0.957 0.665
C 6.380 -1.274 1.578
N 4.076 -0.660 1.521
N 3.021 0.294 1.767
H 6.608 0.820 3.322
H 5.319 -0.218 3.914
H 4.960 1.406 3.281
H 6.762 1.217 0.657
H 5.163 1.893 0.830
H 5.446 0.561 -0.319
H 7.410 -0.958 1.733
H 6.295 -1.697 0.576
H 6.164 -2.058 2.308
H 3.931 -1.417 2.181
H 3.325 1.155 1.307
H 2.951 0.532 2.761
C -0.672 -2.057 3.613
As 0.745 -2.222 2.316
C 0.272 -3.778 1.268
C 2.205 -2.867 3.405
H -0.865 -3.044 4.034
H -1.578 -1.663 3.156
H -0.345 -1.381 4.401
H -0.326 -4.440 1.894
H 1.178 -4.300 0.963
H -0.297 -3.495 0.384
H 1.816 -3.672 4.029
H 2.581 -2.073 4.050
H 3.008 -3.265 2.785
C -4.757 -3.994 -2.703
Si -4.115 -2.736 -1.506
C -3.522 -3.418 0.119
C -5.208 -1.243 -1.356
Ge -2.125 -1.747 -2.628
Si -2.210 0.464 -3.644
C -2.990 1.701 -2.498
C -3.327 -0.058 -5.049
C -0.543 1.041 -4.246
Si -0.770 -3.472 -3.763
C 0.606 -2.558 -4.617
C -1.994 -4.232 -4.941
C -0.126 -4.659 -2.484
H -5.788 -4.242 -2.435
H -4.179 -4.918 -2.689
H -4.774 -3.611 -3.724
H -4.382 -3.690 0.738
H -2.935 -2.684 0.674
H -2.927 -4.321 -0.025
H -6.196 -1.519 -0.978
H -5.356 -0.773 -2.330
H -4.781 -0.507 -0.675
H -3.772 1.262 -1.880
H -3.448 2.501 -3.086
H -2.252 2.164 -1.842
H -4.280 -0.459 -4.698
H -2.855 -0.808 -5.688
H -3.553 0.808 -5.678
H -0.058 1.685 -3.510
H -0.686 1.640 -5.149
H 0.129 0.224 -4.500
H 0.231 -1.981 -5.464
H 1.340 -3.268 -5.008
H 1.124 -1.880 -3.935
H -2.793 -3.551 -5.237
H -2.451 -5.123 -4.511
H -1.473 -4.530 -5.855
H 0.672 -4.213 -1.888
H 0.289 -5.537 -2.987
H -0.915 -5.012 -1.817
```